Entry 1:
The following is a DFT calculation (ωB97M-V/def2-TZVPD) of a single C2H4N4O molecule.

**Gap between HOMO and LUMO**: 0.3237 Ha
**Calculated total energy**: -372.7105 Ha
**SMILES**: [H]/N=c1\ncn(O)[nH]1
**HOMO energy**: -9.32 eV

XYZ file:
```
11
C2H4N4O ωB97M-V/def2-TZVPD
H -1.83 2.10 -0.96
N -1.32 2.04 0.02
C -0.62 0.94 -0.17
N -1.09 -0.12 -0.95
C -0.15 -1.04 -0.63
N 0.99 -0.59 -0.06
O 1.42 -1.32 1.13
N 0.65 0.68 0.52
H 0.05 -2.16 -0.68
H 0.48 -1.79 1.52
H 1.41 1.26 0.26
```



Entry 2:
The following is a DFT calculation (ωB97M-V/def2-TZVPD) of a single C2H4N4O molecule.

**Gap between HOMO and LUMO**: 0.3778 Ha
**Calculated total energy**: -372.7972 Ha
**SMILES**: [H]/N=C(\O)N1N=C1N
**HOMO energy**: -9.50 eV

XYZ file:
```
11
C2H4N4O ωB97M-V/def2-TZVPD
H 1.12 1.31 -1.88
N 0.77 0.97 -0.99
C 0.27 -0.18 -1.13
O 0.23 -0.89 -2.27
N -0.29 -0.92 -0.04
N -1.70 -0.26 0.42
C -0.62 -0.12 1.05
N -0.02 0.33 2.15
H -0.23 -1.72 -2.08
H -0.51 1.04 2.68
H 0.98 0.44 2.10
```



Entry 3:
The following is a DFT calculation (ωB97M-V/def2-TZVPD) of a single C2H4N4O molecule.

**Gap between HOMO and LUMO**: 0.3670 Ha
**Calculated total energy**: -372.7534 Ha
**SMILES**: C/N=c1\[nH]nno1
**HOMO energy**: -9.48 eV

XYZ file:
```
11
C2H4N4O ωB97M-V/def2-TZVPD
C -2.37 0.32 0.06
N -1.45 -0.75 0.05
C -0.25 -0.37 -0.11
N 0.30 0.93 -0.26
N 1.66 0.90 0.13
N 1.96 -0.32 0.11
O 0.81 -1.10 -0.05
H -3.46 0.02 -0.14
H -2.11 1.15 -0.64
H -2.40 0.76 1.14
H -0.12 1.86 0.21
```